{
  "formula": "C3H10N2O3",
  "method": "ωB97M-V with the def2-TZVPD basis set",
  "lumo_energy_ev": 0.798,
  "e_above_lowest_kcal_mol": 127.9,
  "homo_lumo_gap_ev": 9.99,
  "total_charge": 0,
  "smiles": "C[C@H](N(C)O)N(O)O",
  "energy_ev": -12391.189,
  "symbols": ["O", "O", "O", "N", "N", "C", "C", "C", "H", "H", "H", "H", "H", "H", "H", "H", "H", "H"],
  "positions_angstrom": [[-2.6290, -0.4726, 0.4206], [1.4852, 1.6559, -0.1651], [-1.0806, -0.2573, 2.1528], [0.8827, 0.5094, 0.5057], [-1.2243, -0.6385, 0.7523], [1.7601, -0.6157, 0.1729], [-0.5643, 0.0343, -1.5474], [-0.4887, 0.3748, -0.0525], [-1.5947, 0.1110, -1.9124], [2.7297, -0.4756, 0.6637], [-0.1740, 0.1150, 2.1562], [0.0383, 0.7271, -2.1441], [1.3540, -1.5616, 0.5455], [-0.9846, 1.3446, 0.0960], [-2.9162, -1.4033, 0.4260], [-0.2192, -0.9844, -1.7550], [1.9468, -0.7106, -0.9022], [1.6790, 2.2474, 0.5870]],
  "forces_ev_per_a": [[1.520, -0.325, 0.528], [-0.444, -0.214, 1.029], [-0.228, 0.005, -0.937], [0.053, -0.190, -0.638], [-0.071, -0.059, 0.150], [0.383, -0.255, 0.117], [-0.072, -0.255, -0.012], [-0.558, 0.532, -0.591], [0.193, 0.001, 0.266], [-0.251, 0.143, -0.058], [-0.283, -0.016, 0.034], [-0.005, -0.041, 0.307], [-0.251, 0.275, -0.026], [0.246, -0.064, 0.144], [0.059, 0.523, 0.026], [-0.048, 0.136, 0.118], [-0.124, 0.094, 0.070], [-0.121, -0.291, -0.528]],
  "lowdin_charge": [-0.0223, -0.0436, -0.0425, -0.2061, -0.1593, -0.0737, -0.0394, -0.3537, 0.0779, 0.0873, 0.0708, 0.0816, 0.0943, 0.1510, 0.1073, 0.0775, 0.0825, 0.1103]
}


{
  "formula": "C3H6OS2",
  "method": "ωB97M-V with the def2-TZVPD basis set",
  "lumo_energy_ev": -0.098,
  "e_above_lowest_kcal_mol": 36.9,
  "homo_lumo_gap_ev": 8.73,
  "total_charge": 0,
  "smiles": "COCSC=S",
  "energy_ev": -26924.843,
  "symbols": ["S", "S", "O", "C", "C", "C", "H", "H", "H", "H", "H", "H"],
  "positions_angstrom": [[-3.0997, -0.7086, -0.0050], [-1.0901, 1.5835, -0.0035], [1.2586, 0.5560, -0.0109], [-0.0931, 0.0406, 0.0063], [2.2472, -0.4756, -0.0213], [-2.6610, 0.8366, -0.0331], [-0.3311, -0.5396, 0.9110], [-3.4357, 1.6067, -0.0017], [3.2886, -0.0698, -0.0864], [2.0678, -1.2151, -0.8279], [2.1607, -1.0379, 0.9182], [-0.3122, -0.5767, -0.8455]],
  "forces_ev_per_a": [[0.067, -0.472, -0.090], [-0.338, -1.313, -0.158], [-0.430, -0.562, -0.247], [1.297, 1.195, 0.713], [-0.099, -0.515, 0.310], [0.102, 1.032, 0.309], [0.205, 0.236, -0.088], [0.134, 0.014, -0.121], [-1.180, 0.008, -0.090], [0.150, 0.517, 0.097], [0.199, 0.016, -0.019], [-0.108, -0.157, -0.616]],
  "lowdin_charge": [0.6329, 0.9178, -0.2884, -0.5060, -0.1106, -1.0720, 0.0830, -0.0002, 0.1014, 0.0906, 0.0833, 0.0683]
}


{
  "formula": "C6H10O2",
  "method": "ωB97M-V with the def2-TZVPD basis set",
  "lumo_energy_ev": 0.978,
  "e_above_lowest_kcal_mol": 148.1,
  "homo_lumo_gap_ev": 9.59,
  "total_charge": 0,
  "smiles": "CO[C@]12CCO[C@@H]1C2",
  "energy_ev": -10472.749,
  "symbols": ["O", "O", "C", "C", "C", "C", "C", "C", "H", "H", "H", "H", "H", "H", "H", "H", "H", "H"],
  "positions_angstrom": [[-1.8202, 0.2059, -0.9430], [0.7924, 0.0155, -0.7537], [-0.1526, 1.9971, -0.0258], [-0.0347, 0.4721, 0.3602], [-0.4337, -0.9170, 0.8552], [2.1576, -0.2965, -0.3300], [-1.3321, 1.0267, -0.0489], [-1.3872, -1.1812, -0.4515], [-1.0233, -1.0977, 1.8069], [2.2816, -0.9278, 0.5780], [-2.3160, -1.8432, -0.2473], [0.2703, -1.6694, 0.8949], [-0.7838, -1.8357, -1.2525], [2.4203, -0.6727, -1.3119], [2.7152, 0.6031, -0.0314], [0.6834, 2.2250, -0.8112], [-1.8423, 1.1368, 0.9344], [-0.1948, 2.7588, 0.7777]],
  "forces_ev_per_a": [[-1.295, -3.696, -2.130], [0.518, -0.023, 0.712], [1.570, 0.664, 1.237], [2.491, -0.314, -0.045], [-3.905, 0.769, 0.530], [-1.412, 1.006, -0.389], [2.267, 1.656, 1.726], [-0.309, -2.124, -0.550], [0.386, 0.995, -0.989], [-0.532, -0.336, -0.939], [1.248, 1.511, -0.053], [2.008, -1.190, -0.224], [-1.326, 2.128, 1.397], [1.373, -0.568, 0.495], [-0.133, 0.177, -0.531], [-2.244, -0.554, 1.314], [-0.386, 0.237, -0.820], [-0.320, -0.338, -0.743]],
  "lowdin_charge": [-0.0363, -0.2326, 0.0765, -0.3804, -0.0649, -0.0591, -0.3762, -0.0675, 0.1272, 0.0904, 0.1245, 0.0591, 0.1460, 0.0950, 0.0814, 0.1524, 0.1697, 0.0947]
}


{
  "formula": "C24H46O20P2",
  "method": "ωB97M-V with the def2-TZVPD basis set",
  "lumo_energy_ev": 0.038,
  "e_above_lowest_kcal_mol": 0.0,
  "homo_lumo_gap_ev": 10.57,
  "total_charge": 0,
  "smiles": "CCOP(=O)(OCC)OCC.CCOP(=O)(OCC)OCC.O=C1OCCO1.O=C1OCCO1.O=C1OCCO1.O=C1OCCO1",
  "energy_ev": -85166.435,
  "symbols": ["P", "P", "O", "O", "O", "O", "O", "O", "O", "O", "O", "O", "O", "O", "O", "O", "O", "O", "O", "O", "O", "O", "C", "C", "C", "C", "C", "C", "C", "C", "C", "C", "C", "C", "C", "C", "C", "C", "C", "C", "C", "C", "C", "C", "C", "C", "H", "H", "H", "H", "H", "H", "H", "H", "H", "H", "H", "H", "H", "H", "H", "H", "H", "H", "H", "H", "H", "H", "H", "H", "H", "H", "H", "H", "H", "H", "H", "H", "H", "H", "H", "H", "H", "H", "H", "H", "H", "H", "H", "H", "H", "H"],
  "positions_angstrom": [[0.6117, 4.0097, 3.8946], [-4.6387, -3.2528, -2.2054], [2.4261, 3.1150, -2.9538], [-3.4816, -4.2634, -2.6284], [3.9192, 2.3517, -4.3987], [-3.7238, -2.1742, -1.4144], [1.2950, -2.6776, -0.3416], [1.8679, 4.5301, 4.7279], [2.5603, 4.0676, -4.9850], [2.1912, -0.7135, 0.1926], [-1.2292, 0.7495, -3.6837], [-5.4514, -2.7332, -3.3173], [-0.3235, 3.1942, 4.6894], [4.5852, -5.4583, 4.4391], [3.0996, -2.6618, 0.9722], [-5.5301, -3.9584, -1.0925], [4.5427, -4.4030, 6.4553], [1.2394, 3.2974, 2.6343], [5.0686, -3.3042, 4.5671], [0.9607, 0.2953, -3.8527], [0.0359, 5.4334, 3.4109], [0.0329, 1.9966, -4.9750], [-2.3110, -3.7202, -3.2492], [3.9655, 1.5167, -3.2215], [-5.9798, -5.5332, 0.6565], [1.0239, -0.4350, -0.5753], [5.2933, -3.6426, 3.2027], [-4.9051, -4.7153, -0.0499], [4.7072, -4.4136, 5.2772], [-2.1315, 1.7019, -4.2205], [0.0047, 0.9228, -4.2030], [-1.4867, 6.3227, 1.8109], [2.7809, 3.5906, 5.3206], [-1.3225, 2.3979, -5.3034], [-0.7490, 1.7802, 2.0968], [3.3970, 2.4387, -2.1538], [-3.2343, 0.0949, -0.6294], [2.9256, 3.2481, -4.1988], [-1.7512, -4.8656, -4.0848], [0.4059, 2.6855, 1.6428], [4.6876, -5.0521, 3.0926], [2.2860, -2.0663, 0.3512], [4.0865, 3.5655, 4.5113], [0.6944, -1.7579, -1.2283], [-4.2574, -1.0330, -0.7129], [-1.3790, 5.5512, 3.1224], [-1.5276, 2.3894, 2.5542], [6.3426, -3.6776, 2.9021], [-5.5259, -5.8617, 1.5973], [-0.3661, -1.8332, -1.4556], [-2.5695, -2.8530, -3.8591], [-2.4539, 2.4196, -3.4641], [-3.1717, 0.5695, -1.6105], [0.1117, 3.3796, 0.8555], [5.4271, -5.7026, 2.6251], [-1.0055, 5.7891, 0.9954], [-0.7740, -4.7064, -4.5355], [-4.4555, -1.3765, 0.3040], [4.6602, 2.7465, 4.9596], [2.3407, 2.5942, 5.2558], [-0.9973, 7.2805, 1.9872], [3.7539, -5.0582, 2.5310], [-2.2268, -0.2395, -0.3924], [3.9149, 3.2851, 3.4754], [1.2295, -1.7589, -2.1825], [-0.4076, 1.1372, 2.9121], [-1.7318, 6.2336, 3.9019], [-1.5947, -3.3539, -2.5130], [-6.7092, -4.8210, 1.0578], [-1.8136, -5.8476, -3.6177], [2.9961, 3.9000, 6.3391], [-1.0918, 1.0823, 1.3378], [-1.1567, 3.4742, -5.2090], [-4.4239, -4.0715, 0.6899], [-1.6145, 2.1500, -6.3227], [2.9457, 1.8252, -1.3680], [-3.0330, 1.3110, -4.6920], [-4.1326, -5.3861, -0.4323], [1.2803, 0.2698, -1.3654], [-6.4919, -6.3131, 0.1074], [4.6378, 4.4932, 4.6384], [3.9750, 3.2011, -1.6251], [-2.4568, -4.9897, -4.9144], [3.4177, 0.5982, -3.4003], [-3.6250, 0.7988, 0.1022], [1.1072, 1.9956, 1.1653], [-2.5308, 6.5977, 1.6455], [5.0315, 1.3997, -3.0070], [-1.9130, 4.6076, 3.2161], [4.8024, -2.9028, 2.5770], [-5.1997, -0.7719, -1.1903], [0.2170, -0.0257, 0.0350]],
  "forces_ev_per_a": [[-0.209, 1.367, 1.913], [0.051, 0.959, -0.325], [-0.657, 0.501, 0.590], [-0.687, 0.267, 0.780], [-0.562, -0.050, 0.230], [-0.029, -0.276, -0.376], [-0.347, -0.737, 0.207], [-0.503, 0.091, -0.657], [0.050, -0.451, 0.163], [0.201, -0.639, 0.376], [-0.593, -0.786, -0.091], [0.425, -0.068, 0.818], [0.110, 0.101, -0.686], [-0.677, -0.543, 0.692], [0.308, 0.253, 0.318], [0.787, -0.031, -0.672], [-0.029, -0.411, -0.365], [-0.381, 0.061, -0.057], [0.293, -0.150, 0.200], [-0.074, -0.305, -0.179], [0.321, -1.499, -0.031], [-0.013, -0.824, -1.166], [0.824, -0.525, -0.352], [2.184, 1.289, 0.289], [0.225, 1.391, 1.237], [-0.206, 0.672, -0.690], [-0.441, -0.115, -0.530], [-0.305, -1.109, 0.469], [0.267, 0.971, -0.192], [-0.565, 1.276, -0.558], [0.273, 0.646, 1.045], [-0.256, -0.010, 0.861], [0.629, -0.238, -1.394], [1.504, 1.175, 0.446], [0.515, 0.604, 1.391], [-1.183, -0.974, 0.074], [-0.786, -0.201, -1.043], [0.080, 0.426, -0.577], [-0.961, -0.020, -1.023], [0.518, -1.904, -1.106], [1.105, 0.521, -0.733], [-0.711, 0.211, -0.587], [-0.350, -0.637, 1.003], [0.689, 1.286, -0.792], [0.295, -0.812, 0.434], [0.350, 1.453, 0.298], [-0.411, -0.305, -0.335], [0.168, 0.214, 0.639], [0.032, -0.712, -0.306], [-0.054, -0.708, 0.577], [-0.108, -0.130, -0.180], [0.198, -0.248, 0.268], [0.054, 0.212, 0.102], [-0.105, 0.454, 0.354], [-0.348, -0.170, -0.164], [-0.246, 0.096, -0.221], [0.104, 0.188, 0.302], [-0.258, -0.003, 0.034], [0.265, 0.176, -0.098], [-0.078, 0.013, 0.518], [0.317, -0.098, -0.239], [-0.189, -0.190, 0.417], [-0.133, -0.217, 0.343], [-0.057, 0.319, -0.096], [-0.094, -0.427, -0.023], [0.157, 0.119, 0.023], [-0.331, -0.363, 0.059], [-0.193, -0.251, 0.332], [-0.297, -0.085, -0.431], [0.367, 0.266, 0.603], [-0.360, -0.051, 0.090], [-0.166, 0.521, -0.413], [-1.115, 0.029, -0.103], [-0.097, 0.283, -0.187], [0.319, -0.266, 0.030], [-0.423, 0.257, -0.161], [0.153, -0.764, 0.417], [-0.042, 0.200, -0.332], [-0.052, 0.230, 0.225], [0.278, -0.088, -0.181], [0.020, 0.050, -0.303], [0.697, -0.287, -0.563], [0.161, 0.097, -0.149], [-0.090, 0.009, 0.204], [0.306, 0.201, 0.043], [0.099, 0.189, -0.202], [-0.004, -0.411, -0.409], [-0.172, -0.721, -0.230], [0.149, -0.078, -0.244], [-0.140, -0.091, 0.042], [0.024, 0.461, 0.044], [0.214, -0.126, 0.257]],
  "lowdin_charge": [0.3973, 0.4079, 0.0381, -0.1849, 0.0639, -0.2107, 0.0777, -0.1779, 0.1562, 0.0667, 0.0601, -0.2299, -0.2293, 0.0647, 0.1684, -0.1609, 0.1624, -0.1618, 0.0548, 0.1433, -0.1807, 0.0728, -0.2611, -0.0989, -0.0688, -0.1326, -0.1198, -0.2725, -0.5575, -0.1242, -0.5669, -0.0675, -0.2470, -0.0689, -0.0667, -0.1065, -0.0495, -0.5864, -0.0617, -0.2397, -0.1184, -0.5354, -0.0700, -0.1212, -0.2398, -0.2553, 0.0596, 0.1258, 0.0799, 0.1169, 0.1180, 0.1306, 0.0623, 0.1155, 0.1274, 0.0674, 0.0760, 0.1142, 0.0784, 0.1122, 0.0791, 0.1251, 0.0567, 0.0674, 0.1289, 0.0891, 0.1208, 0.0936, 0.0790, 0.0787, 0.1201, 0.0421, 0.1422, 0.1165, 0.1330, 0.1123, 0.1345, 0.1151, 0.1056, 0.0788, 0.0750, 0.1393, 0.0805, 0.1177, 0.0833, 0.1001, 0.0786, 0.1352, 0.1011, 0.0999, 0.1220, 0.1026]
}


{
  "formula": "H24NeO12",
  "method": "ωB97M-V with the def2-TZVPD basis set",
  "lumo_energy_ev": 0.041,
  "e_above_lowest_kcal_mol": 14.6,
  "homo_lumo_gap_ev": 10.51,
  "total_charge": 0,
  "energy_ev": -28469.593,
  "symbols": ["Ne", "O", "O", "O", "O", "O", "O", "O", "O", "O", "O", "O", "O", "H", "H", "H", "H", "H", "H", "H", "H", "H", "H", "H", "H", "H", "H", "H", "H", "H", "H", "H", "H", "H", "H", "H", "H"],
  "positions_angstrom": [[-0.1726, -0.3640, -0.2305], [-2.2715, 3.2093, 0.2952], [0.4952, 2.4522, 0.2800], [2.3898, -1.3908, 0.8921], [2.5528, -1.2174, -2.1623], [3.8746, 1.1022, 0.2581], [-2.3284, -2.0501, 0.5183], [-3.5838, -0.5474, -1.9740], [-1.8587, -0.2259, 3.4400], [0.7012, 0.9197, 2.6407], [1.9583, 1.4269, -1.9759], [0.2153, -2.5851, 1.9275], [-1.3604, -0.6328, -3.7322], [1.2495, 3.0012, 0.4940], [2.2231, -1.3872, -1.2799], [0.5356, 1.5710, 1.9590], [-2.7125, -0.3556, -2.3209], [-2.2873, 3.6947, 1.1201], [4.2893, 0.2396, 0.2699], [0.7354, 2.0239, -0.5417], [-1.7384, 0.3363, 4.2053], [2.4074, -2.0371, -2.6347], [-0.6647, -2.4487, 1.5764], [-1.9570, -0.9676, -4.4017], [2.7252, -0.9012, 1.6431], [-0.6617, -1.2854, -3.6854], [3.0179, 0.9512, -0.1413], [1.6467, 1.8365, -2.7830], [-0.1695, 0.6262, 2.9089], [-2.5049, -2.9904, 0.4873], [-2.5004, 0.2365, 2.9009], [-1.4047, 2.8039, 0.2720], [-3.9791, 0.3123, -1.8296], [-2.7563, -1.6997, -0.2630], [2.0772, 0.5051, -2.2050], [1.6526, -1.8913, 1.2417], [0.1647, -2.2711, 2.8303]],
  "forces_ev_per_a": [[-0.006, 0.037, -0.057], [-0.693, -0.020, -0.092], [-0.441, 0.307, 0.488], [0.863, 0.090, -0.783], [-0.058, 0.057, -0.435], [0.301, 0.341, 0.284], [0.269, -0.242, 0.464], [-0.304, -0.339, 0.366], [0.242, -0.170, 0.055], [0.435, -0.066, 0.591], [-0.434, 0.791, 0.260], [0.252, -0.548, 0.203], [0.063, 0.226, 0.124], [0.251, 0.258, 0.001], [0.064, -0.090, 0.965], [0.049, 0.089, -0.558], [0.573, 0.005, -0.380], [-0.012, 0.143, 0.134], [0.059, -0.226, -0.049], [0.409, -0.467, -0.623], [-0.073, 0.117, 0.395], [0.068, -0.142, -0.205], [-0.441, 0.408, -0.379], [-0.258, -0.056, -0.224], [-0.020, 0.405, 0.092], [0.262, -0.125, 0.114], [-0.191, -0.030, -0.149], [-0.042, 0.226, -0.177], [-0.315, -0.361, -0.041], [-0.195, -0.277, -0.004], [-0.267, 0.022, -0.320], [0.647, -0.048, -0.025], [-0.173, 0.216, 0.166], [-0.283, 0.459, -0.513], [0.226, -0.834, -0.211], [-0.788, -0.326, 0.256], [-0.039, 0.170, 0.267]],
  "lowdin_charge": [0.0559, -0.0642, -0.0503, -0.0660, -0.0346, -0.0511, -0.0482, -0.0503, -0.0366, -0.0575, -0.0458, -0.0359, -0.0366, 0.0748, 0.0118, -0.0205, -0.0104, 0.0257, 0.0269, 0.0113, 0.0496, 0.0565, 0.0025, 0.0528, 0.0357, 0.0445, -0.0198, 0.0613, -0.0269, 0.0497, 0.0517, -0.0264, 0.0466, 0.0055, -0.0101, -0.0274, 0.0559]
}


{
  "formula": "C4H6Cl3N3",
  "method": "ωB97M-V with the def2-TZVPD basis set",
  "lumo_energy_ev": [-0.910, -0.819],
  "e_above_lowest_kcal_mol": 80.7,
  "homo_lumo_gap_ev": [8.57, 7.05],
  "total_charge": 0,
  "energy_ev": -46275.693,
  "symbols": ["Cl", "Cl", "Cl", "N", "N", "N", "C", "C", "C", "C", "H", "H", "H", "H", "H", "H"],
  "positions_angstrom": [[-0.9005, 1.2874, 2.1394], [-3.3030, -1.6584, -0.1503], [-2.9206, 1.1866, -1.4812], [-1.5405, 0.2068, -1.1108], [0.1131, 1.5051, 0.7952], [-1.7493, -0.7854, -0.3633], [0.5645, -0.9706, 0.5658], [1.7467, 0.8748, -0.8254], [1.0478, 0.4701, 0.5314], [-0.6795, -1.4111, 0.2132], [-0.8636, -2.4255, 0.3726], [1.1190, -1.8475, 1.1323], [2.7444, 0.3996, -0.7844], [1.2211, 0.6241, -1.6947], [1.7257, 0.5364, 1.3835], [1.6747, 2.0077, -0.7234]],
  "forces_ev_per_a": [[0.363, -0.296, -0.286], [0.473, 0.313, -0.434], [0.395, -0.319, 0.471], [-0.211, 1.596, -1.849], [-1.293, 0.898, -0.002], [-0.825, -0.463, 1.327], [-1.068, -1.450, 0.777], [0.491, 1.419, 3.107], [0.290, -1.480, -0.688], [2.052, 0.085, 0.650], [-0.440, -1.405, 0.331], [-0.705, 2.306, -1.357], [-0.306, 0.769, -0.408], [-0.955, -0.761, -1.021], [0.707, 0.100, -0.090], [1.033, -1.313, -0.527]],
  "lowdin_charge": [0.6007, 0.6053, 0.5365, -0.4075, -0.3911, -0.6198, -0.0629, -0.0424, -0.5402, -0.2338, 0.0676, 0.1458, 0.0823, 0.0375, 0.1276, 0.0943]
}